# 1
Computed, not measured: 13 unconnected molecules or ions with the total composition C30H42Cl12F4O21 at a distorted geometry, with ωB97M-V with the def2-TZVPD basis set.

Charge: 0
LUMO energy, eV: -0.24
Orbital gap, hartree: 0.365

Last column: Mulliken charge in e.
Element x y z (Å)
C 31.438 28.744 -26.079  -1.37
C 31.340 30.116 -26.698  0.38
C 32.159 30.211 -28.010  -0.71
O 31.304 30.912 -28.894  -0.06
C 30.062 31.027 -28.336  0.47
O 29.163 31.581 -28.873  -0.44
O 30.030 30.411 -27.140  -0.24
H 30.927 28.705 -25.111  0.39
H 32.457 28.421 -25.878  0.38
H 30.904 28.019 -26.696  0.24
H 31.801 30.884 -26.071  0.25
H 32.392 29.215 -28.405  0.29
H 33.130 30.689 -27.875  0.43
C 26.667 29.292 -29.389  -0.25
C 27.032 28.632 -28.092  0.71
C 26.806 29.508 -26.844  0.26
O 26.272 28.582 -25.889  -0.41
C 25.887 27.450 -26.518  0.54
O 25.432 26.502 -25.958  -0.57
O 26.085 27.571 -27.839  -0.46
H 27.363 30.110 -29.587  0.02
H 25.658 29.713 -29.376  0.07
H 26.657 28.632 -30.257  0.00
H 28.037 28.202 -28.078  0.06
H 26.030 30.243 -27.062  -0.04
H 27.689 29.996 -26.451  0.13
C 28.748 30.740 -32.275  -0.47
C 27.464 30.955 -33.036  2.25
C 26.869 29.792 -33.821  1.26
O 25.494 29.775 -33.451  -0.43
C 25.285 30.605 -32.413  -0.19
O 24.239 30.827 -31.886  -0.42
O 26.440 31.207 -32.063  0.81
H 28.889 29.800 -31.741  0.00
H 28.922 31.575 -31.596  0.23
H 29.592 30.742 -32.976  -0.45
H 27.564 31.834 -33.677  -1.34
H 27.352 28.838 -33.620  -0.69
H 26.980 29.936 -34.894  -0.36
C 25.297 33.284 -35.244  0.77
Cl 25.634 33.895 -33.619  -0.06
Cl 24.800 34.602 -36.316  -0.18
H 26.205 32.836 -35.635  -0.80
H 24.521 32.527 -35.225  0.27
C 30.685 26.253 -31.187  -0.93
Cl 30.578 26.969 -29.572  -0.02
Cl 30.255 27.405 -32.452  0.09
H 31.697 25.913 -31.389  0.40
H 30.056 25.370 -31.231  0.42
C 26.081 29.214 -37.693  0.63
Cl 25.125 30.564 -37.057  -0.13
Cl 27.562 29.859 -38.411  -0.16
H 26.373 28.558 -36.882  -0.67
H 25.506 28.680 -38.439  0.45
C 21.577 31.514 -31.583  0.05
Cl 21.926 31.160 -29.880  -0.17
Cl 22.085 33.134 -32.063  -0.14
H 22.149 30.797 -32.160  -0.09
H 20.513 31.383 -31.737  0.42
C 29.498 34.944 -31.703  0.43
Cl 30.380 36.283 -30.973  -0.20
Cl 28.176 34.357 -30.662  -0.12
H 29.126 35.215 -32.684  0.16
H 30.147 34.082 -31.823  -0.30
C 33.468 30.836 -31.289  -0.53
Cl 32.166 31.682 -32.101  -0.04
Cl 33.195 29.072 -31.260  -0.13
H 34.387 30.951 -31.851  0.44
H 33.561 31.189 -30.271  0.23
C 32.027 30.557 -35.614  -0.34
C 32.450 29.072 -35.688  0.28
O 31.241 28.386 -35.512  -0.29
C 30.194 29.234 -35.625  0.04
O 29.058 28.883 -35.699  -0.27
O 30.604 30.510 -35.654  0.07
F 33.288 28.761 -34.667  -0.27
H 32.357 31.078 -36.513  0.31
H 32.438 31.018 -34.721  0.09
H 32.948 28.847 -36.629  0.19
C 24.847 33.135 -29.660  2.57
C 24.787 32.629 -28.231  0.55
O 23.876 33.504 -27.618  -0.41
C 23.664 34.594 -28.412  0.55
O 23.023 35.539 -28.090  -0.55
O 24.279 34.433 -29.596  -0.37
F 25.994 32.727 -27.598  -0.36
H 24.299 32.514 -30.366  -1.21
H 25.870 33.167 -30.025  -1.09
H 24.425 31.606 -28.149  0.22
C 27.298 26.205 -34.409  -0.30
C 26.345 25.958 -33.253  0.25
O 25.094 25.959 -33.869  -0.36
C 25.180 26.705 -35.006  0.64
O 24.273 27.098 -35.657  -0.49
O 26.483 26.919 -35.323  -0.34
F 26.385 26.997 -32.348  -0.20
H 27.592 25.246 -34.844  0.44
H 28.211 26.705 -34.089  -0.09
H 26.536 25.061 -32.670  0.36
C 28.457 33.145 -37.673  -0.46
C 28.903 34.599 -37.542  0.28
O 29.556 34.611 -36.315  -0.36
C 29.143 33.548 -35.559  0.24
O 29.337 33.434 -34.393  -0.25
O 28.497 32.662 -36.333  0.03
F 27.852 35.473 -37.523  -0.27
H 29.212 32.637 -38.283  0.24
H 27.489 32.924 -38.113  0.35
H 29.537 34.905 -38.371  0.26

---

# 2
Computed, not measured: a molecular structure, C13H16AsBrKN3O2S at a distorted geometry, with ωB97M-V with the def2-TZVPD basis set.

Charge: 0
Relative energy (zero: lowest compared OMol25 entry of this formula, charge and spin), kJ/mol: 59.7
LUMO energy, eV: 0.03
Orbital gap, hartree: 0.308

Last column: Mulliken charge in e.
Element x y z (Å)
K 0.340 -0.318 -0.660  0.73
Br -3.234 1.314 0.562  -0.17
C -1.652 2.365 0.738  -0.08
C -1.764 3.700 1.079  -0.39
C -0.585 4.429 1.148  -0.36
C 0.623 3.812 0.873  -0.62
C 0.623 2.459 0.576  0.70
N -0.514 1.743 0.509  -0.14
C 1.950 1.732 0.299  0.25
O 2.843 2.429 -0.189  -0.71
O 1.958 0.497 0.586  -0.71
H -2.729 4.143 1.274  0.42
H -0.618 5.480 1.408  0.41
H 1.566 4.340 0.879  0.46
S 0.430 -2.664 1.300  -0.46
C 1.212 -1.615 2.366  0.18
N 2.578 -1.542 2.339  -0.03
C 3.302 -0.660 3.045  -0.14
C 2.674 0.160 3.919  -0.50
C 1.279 0.016 3.990  -0.02
N 0.569 -0.821 3.268  -0.51
H 3.018 -2.094 1.616  0.27
H 4.367 -0.652 2.864  0.38
H 3.215 0.882 4.511  0.41
H 0.716 0.632 4.687  0.42
C -1.709 -1.749 -4.932  -1.12
As -1.136 -1.474 -3.089  0.40
C -2.874 -1.718 -2.214  -1.07
C -0.452 -3.281 -2.746  -0.95
H -2.310 -2.654 -5.006  0.33
H -0.836 -1.841 -5.575  0.36
H -2.296 -0.896 -5.264  0.36
H -3.380 -2.595 -2.614  0.36
H -3.491 -0.835 -2.370  0.34
H -2.732 -1.849 -1.139  0.33
H -1.184 -4.029 -3.048  0.35
H -0.234 -3.408 -1.684  0.21
H 0.470 -3.434 -3.304  0.33

---

# 3
Computed, not measured: 2 unconnected molecules or ions with the total composition C5H12NO2, with ωB97M-V with the def2-TZVPD basis set.

Charge: +1
Relative energy (zero: lowest compared OMol25 entry of this formula, charge and spin), kJ/mol: 196.5
LUMO energy, eV: -3.86
Orbital gap, hartree: 0.356

Last column: Mulliken charge in e.
Element x y z (Å)
O 2.538 0.379 -0.177  -0.38
C 1.622 -0.027 -0.820  -0.22
C 0.258 0.672 -0.751  0.05
C -0.782 -0.216 -0.078  -0.99
C -0.853 0.149 1.392  -0.22
C -1.882 0.781 1.926  -0.78
N -0.196 1.034 -2.179  -0.23
H 1.634 -0.981 -1.375  0.41
H 0.358 1.614 -0.233  0.35
H -0.459 -1.254 -0.178  0.32
H -1.779 -0.193 -0.530  0.65
H 0.059 -0.078 1.921  0.40
H -2.840 0.902 1.428  0.24
H -1.831 1.192 2.927  0.26
H 0.062 1.984 -2.436  0.37
H -1.204 0.897 -2.151  0.36
H 0.173 0.401 -2.897  0.38
H 2.358 -2.641 1.036  0.27
H 1.205 -2.496 1.995  0.29
O 1.559 -2.118 1.181  -0.54

---

# 4
Computed, not measured: a molecular structure, C25H27BClF2MnN4O6 at a distorted geometry, with ωB97M-V with the def2-TZVPD basis set.

Charge: -1
2S+1: 6
Relative energy (zero: lowest compared OMol25 entry of this formula, charge and spin), kJ/mol: 0.0
LUMO energy (spin up / spin down), eV: 2.51 / 2.51
Orbital gap (spin up / spin down), hartree: 0.179 / 0.219

Last column: Mulliken spin population.
Element x y z (Å)
Mn -2.062 0.061 0.649  4.23
O 2.627 -0.977 0.161  0.00
C 2.989 -1.198 1.470  0.05
C 4.325 -1.419 1.767  -0.03
C 4.720 -1.697 3.064  0.05
C 3.759 -1.767 4.065  -0.03
C 2.423 -1.552 3.763  0.05
C 2.007 -1.255 2.464  -0.03
C 0.585 -0.967 2.196  0.18
O 0.073 -1.185 0.942  0.02
N -0.145 -0.449 3.109  -0.10
N -1.397 -0.073 2.780  0.13
C -1.977 0.605 3.801  0.42
C -3.223 1.278 3.791  -0.09
C -3.549 2.118 4.892  0.14
C -4.691 2.889 4.929  -0.12
C -5.590 2.867 3.861  0.22
C -5.328 2.022 2.785  -0.10
C -4.193 1.237 2.760  0.19
O -4.023 0.325 1.742  0.02
H 0.822 -1.247 0.324  0.01
H 5.048 -1.367 0.961  0.00
H 5.767 -1.872 3.289  0.01
H 4.048 -2.004 5.082  0.00
H 1.662 -1.608 4.532  0.00
H -1.383 0.706 4.706  0.03
H -2.845 2.155 5.719  0.01
H -4.886 3.519 5.791  -0.01
H -6.486 3.478 3.870  0.02
H -6.021 1.954 1.956  -0.01
N 2.183 2.257 -0.865  0.00
C 1.111 2.996 -0.169  0.01
C 0.015 1.978 0.077  -0.07
N -1.211 2.385 0.758  0.06
H 2.880 2.882 -1.245  0.00
H 1.765 1.767 -1.660  0.00
H 2.689 -0.010 -0.105  0.00
H 0.729 3.834 -0.757  0.00
H 1.491 3.389 0.775  0.00
H 0.459 1.175 0.658  0.03
H -0.266 1.580 -0.886  0.00
H -1.678 3.130 0.264  0.01
H -1.027 2.691 1.704  0.00
C -0.422 -2.321 -5.580  0.00
C 1.005 -1.974 -5.228  0.00
C 1.857 -1.437 -6.193  0.00
C 3.180 -1.163 -5.896  0.00
Cl 4.218 -0.473 -7.127  0.00
C 3.698 -1.454 -4.644  0.00
C 2.854 -1.980 -3.681  0.00
C 1.510 -2.191 -3.952  0.00
O 0.763 -2.770 -2.958  0.00
C -0.476 -2.235 -2.449  0.00
C -0.599 -0.755 -2.059  0.02
O 0.174 0.080 -2.545  0.01
O -1.592 -0.560 -1.283  0.05
H -0.514 -2.497 -6.652  0.00
H -1.108 -1.511 -5.309  0.00
H -0.741 -3.221 -5.052  0.00
H 1.479 -1.244 -7.191  0.00
H 4.743 -1.260 -4.429  0.00
H 3.212 -2.216 -2.684  0.00
H -0.661 -2.810 -1.549  0.00
H -1.291 -2.444 -3.140  0.00
F -4.608 1.790 -0.142  -0.01
B -4.190 0.560 0.347  -0.39
F -4.685 -0.543 -0.369  -0.01

---

# 5
Computed, not measured: a single C4H8N2O molecule at a distorted geometry, with ωB97M-V with the def2-TZVPD basis set.

Charge: 0
Relative energy (zero: lowest compared OMol25 entry of this formula, charge and spin), kJ/mol: 431.3
LUMO energy, eV: 0.61
Orbital gap, hartree: 0.288

Last column: Mulliken charge in e.
Element x y z (Å)
N 0.396 1.414 -0.434  -0.51
C 0.258 0.475 0.792  0.45
C 0.555 -0.830 0.101  -1.09
C -0.706 -1.453 -0.417  -0.38
O -1.375 -0.483 -1.263  -0.54
C 1.250 0.880 1.790  0.01
N 2.038 1.209 2.571  -0.43
H -0.497 1.381 -0.938  0.34
H 0.755 2.366 -0.313  0.32
H -0.752 0.636 1.199  0.24
H 1.176 -1.519 0.672  0.20
H 0.996 0.582 -0.897  0.48
H -1.432 -1.743 0.370  0.31
H -0.471 -2.359 -0.996  0.31
H -2.266 -0.807 -1.439  0.28

---

# 6
Computed, not measured: a molecular structure, C34H38Br2N5O5PSSe2W at a distorted geometry, with ωB97M-V with the def2-TZVPD basis set.

Charge: +2
Relative energy (zero: lowest compared OMol25 entry of this formula, charge and spin), kJ/mol: 479.8
LUMO energy (spin up / spin down), eV: -7.23 / -7.22
Orbital gap (spin up / spin down), hartree: 0.197 / 0.197

Last column: Mulliken charge in e.
Element x y z (Å)
W -0.427 0.247 -0.948  0.39
C 0.130 6.430 -2.489  -2.09
C 0.672 5.448 -1.455  2.48
C 1.434 6.140 -0.368  -1.56
C 1.675 5.532 0.793  -1.48
C 0.982 4.311 1.157  0.63
C 0.841 4.038 2.492  -0.53
Br 1.962 4.760 3.819  -0.12
C -0.321 3.388 2.967  -0.02
C -1.225 2.785 2.153  -0.91
Br -2.760 1.996 2.878  -0.03
C -0.890 2.616 0.798  0.26
O -1.407 1.657 0.169  -0.25
C 0.139 3.538 0.129  1.92
N 0.949 2.632 -0.791  0.71
H 0.930 7.080 -2.846  0.49
H -0.650 7.060 -2.058  0.44
H -0.287 5.901 -3.344  0.45
H 1.842 7.128 -0.555  0.46
H 2.250 6.032 1.556  0.44
H -0.510 3.386 4.035  0.56
Se -2.266 1.246 -2.573  0.14
Se 0.043 -0.559 -3.352  0.27
C 1.807 -0.483 -2.732  0.42
C 2.936 -0.840 -3.462  -0.88
C 4.168 -0.636 -2.890  -0.30
C 4.229 -0.062 -1.621  -1.09
C 3.065 0.267 -0.972  -0.37
N 1.851 0.048 -1.512  0.43
C -1.044 2.666 -2.166  0.49
C -1.365 3.907 -1.820  -1.87
C -0.502 4.622 -0.838  -0.03
C 1.738 4.544 -2.035  -1.78
C 1.918 3.303 -1.630  -0.18
N 0.107 1.995 -1.765  -0.14
H 2.829 -1.258 -4.454  0.53
H 5.074 -0.902 -3.418  0.46
H 5.175 0.142 -1.140  0.51
H 3.123 0.747 -0.020  0.51
H -2.339 4.301 -2.073  0.46
H -1.103 5.315 -0.244  1.00
H 2.462 4.995 -2.704  0.44
H 2.722 2.671 -1.980  0.43
C -0.915 -5.501 0.193  -1.48
C -0.794 -4.398 1.218  1.46
C -1.605 -4.667 2.462  -1.45
C 0.647 -4.066 1.529  -1.22
O -1.458 -3.136 0.646  0.24
P -1.182 -2.340 -0.623  0.55
O -1.983 -0.962 -0.583  -0.86
O 0.231 -1.714 -0.645  -0.53
O -1.494 -3.151 -1.874  0.15
C -2.839 -3.626 -2.413  1.51
C -3.806 -3.856 -1.269  -1.21
C -2.507 -4.902 -3.148  -1.59
C -3.311 -2.525 -3.335  -1.33
H -0.429 -6.387 0.603  0.59
H -0.417 -5.253 -0.746  0.31
H -1.956 -5.753 -0.010  0.25
H -1.277 -5.609 2.903  0.44
H -2.666 -4.750 2.225  0.34
H -1.460 -3.878 3.201  0.20
H 0.722 -3.245 2.240  0.14
H 1.221 -3.828 0.632  0.25
H 1.092 -4.947 1.995  0.56
H -3.462 -4.635 -0.590  0.14
H -4.758 -4.175 -1.694  0.59
H -3.996 -2.942 -0.701  0.23
H -2.069 -5.639 -2.477  0.34
H -1.811 -4.712 -3.966  0.34
H -3.423 -5.320 -3.566  0.43
H -3.565 -1.624 -2.774  0.13
H -4.210 -2.862 -3.854  0.51
H -2.557 -2.290 -4.084  0.27
N 2.262 -0.281 5.966  -0.29
C 1.433 -1.087 5.284  -0.13
S 0.922 -2.549 5.786  -0.26
C 1.024 -0.561 3.929  0.87
C 1.859 0.219 3.141  -1.75
C 1.469 0.543 1.853  -1.08
N 0.318 0.137 1.321  1.40
C -0.526 -0.536 2.118  -1.29
C -0.211 -0.902 3.405  -1.12
H 2.579 -0.583 6.874  0.23
H 2.463 0.662 5.685  0.17
H 2.828 0.561 3.481  0.58
H 2.064 1.214 1.265  0.68
H -1.491 -0.801 1.708  1.30
H -0.916 -1.475 3.994  0.67